Computed, not measured: C10H9O3RhS3 as an isolated structure in a non-equilibrium geometry, with ωB97M-V/def2-TZVPD.

Geometry as XYZ:
```
26
Properties=species:S:1:pos:R:3:forces:R:3
Rh 0.815 0.348 0.517 0.6 -0.4 0.4
O -0.368 -1.081 4.372 0.0 0.0 -0.1
C -0.295 -0.990 3.137 0.0 -0.1 0.0
O 0.178 0.014 2.519 -0.1 0.0 0.1
C -0.886 -2.145 2.328 0.0 0.0 0.0
C -1.997 -2.765 2.901 0.0 0.0 0.0
C -2.653 -3.825 2.299 0.0 0.0 0.0
C -2.172 -4.298 1.081 0.0 0.0 0.0
C -1.068 -3.706 0.503 0.0 0.0 0.0
C -0.386 -2.624 1.097 -0.1 0.0 0.1
S 1.033 -2.033 0.255 0.3 0.1 0.0
H -2.321 -2.382 3.861 0.0 0.0 0.0
H -3.515 -4.281 2.774 0.0 0.0 0.0
H -2.661 -5.128 0.580 0.0 0.0 0.0
H -0.693 -4.064 -0.449 0.0 0.0 0.0
C -0.531 0.936 -0.442 -0.5 0.8 -0.4
H -1.522 0.478 -0.301 0.0 0.1 0.0
H -0.401 1.640 -1.274 -0.2 -0.2 0.0
C 4.355 -1.477 -1.306 -0.1 0.1 0.0
O 3.561 -0.416 -0.803 0.0 0.1 -0.1
C 3.422 0.722 -1.502 0.0 0.0 0.1
S 4.347 1.013 -2.876 0.1 0.1 -0.1
S 2.265 1.777 -0.830 -0.2 -0.4 0.0
H 4.258 -2.263 -0.559 0.0 0.0 0.0
H 5.392 -1.162 -1.434 0.0 0.0 0.0
H 3.966 -1.817 -2.266 0.0 0.0 0.0
```
Positions in Å, forces in eV/Å.

The calculation puts the HOMO-LUMO gap (spin up / spin down) at 5.04 / 5.04 eV. The LUMO energy (spin up / spin down) comes out at 4.9067 / 4.9067 eV. Its charge is -2. The calculation puts the highest occupied orbital energy (spin up / spin down) at -0.0049 / -0.0049 hartree. The calculation puts the energy above the lowest of the compared OMol25 structures with the same formula, charge and spin at 25.4 kJ/mol. The total energy comes out at -52172.1441 eV.

Results of the Mulliken charge analysis, in e, for atoms 1 through 6: Rh 0.306; O -0.752; C 0.493; O -0.694; C 0.115; C -0.577

=====

Computed, not measured: C11H10BrF3Pt as an isolated structure in a non-equilibrium geometry, with ωB97M-V/def2-TZVPD.

Geometry as XYZ:
```
26
Properties=species:S:1:pos:R:3:forces:R:3
C 1.684 1.404 -0.718 -0.1 1.0 1.6
C 0.537 2.201 -0.397 1.3 -0.3 1.2
C 0.288 2.053 1.017 1.5 0.6 -0.8
H -0.052 2.755 -1.077 -0.4 0.4 -0.5
C 1.290 1.195 1.562 0.8 0.7 -1.2
C 2.136 0.760 0.493 -0.5 1.6 0.3
H 2.954 0.094 0.584 0.6 -0.4 0.1
H 2.115 1.301 -1.676 0.3 -0.1 -0.7
H -0.521 2.479 1.547 -0.6 0.3 0.4
H 1.362 0.886 2.570 0.0 -0.2 0.7
Pt -0.015 0.007 0.033 -0.9 -0.3 0.8
Br -2.360 0.986 -0.191 -1.9 1.2 -0.6
C -0.839 -2.058 -0.621 1.4 -0.3 -1.2
C 0.568 -2.196 -0.357 -0.7 0.4 -1.4
C 1.274 -1.397 -1.322 -1.6 -0.9 -0.4
H 1.003 -2.749 0.431 0.3 -0.4 0.6
C 0.297 -0.759 -2.172 -0.5 -1.6 0.5
C -1.002 -1.205 -1.763 1.7 -0.7 0.0
H -1.920 -0.899 -2.182 -0.7 0.2 -0.3
H -1.619 -2.486 -0.061 -0.7 -0.4 0.5
H 2.322 -1.290 -1.385 0.8 0.1 -0.1
H 0.496 -0.090 -2.967 0.1 0.5 -0.6
F -0.747 -1.901 2.143 6.5 0.3 2.1
C -1.003 -0.451 1.929 -3.6 -5.8 1.1
F -2.332 -1.112 1.802 -3.1 5.5 -0.6
F -0.976 0.285 3.082 -0.1 -1.4 -1.4
```
Positions in Å, forces in eV/Å.

The calculation puts the HOMO-LUMO gap (spin up / spin down) at 7.39 / 7.31 eV. The LUMO energy (spin up / spin down) comes out at 0.1454 / -1.4309 eV. Its expectation value of S² is 6.0171. Its charge is 0. Its spin multiplicity is 5. The calculation puts the highest occupied orbital energy (spin up / spin down) at -0.2664 / -0.3214 hartree. The total energy comes out at -93002.6449 eV.

Results of the Mulliken charge analysis, in e, for atoms 1 through 6: C -0.751; C -0.593; C -0.052; H 0.403; C -0.677; C -0.539

=====

Computed, not measured: C11H10BrNPmSe as an isolated structure in a non-equilibrium geometry, with ωB97M-V/def2-TZVPD.

Geometry as XYZ:
```
25
Properties=species:S:1:pos:R:3:forces:R:3
C 1.828 1.373 -0.816 -0.2 0.3 -0.2
C 0.889 1.969 -1.714 0.5 0.3 0.1
C -0.015 2.766 -0.937 0.2 0.2 -0.3
H 0.835 1.771 -2.794 0.0 0.3 0.7
C 0.365 2.648 0.432 0.3 0.0 0.0
C 1.499 1.783 0.502 -0.2 0.3 0.0
H 2.037 1.493 1.419 -0.5 0.1 -0.6
H 2.659 0.708 -1.089 -0.6 0.3 0.1
H -0.918 3.266 -1.327 0.7 -0.1 0.3
H -0.131 3.124 1.287 0.2 -0.3 -0.5
Pm -0.710 0.382 -0.492 1.5 -3.0 1.6
Br -1.573 -0.496 -2.838 -0.4 -0.1 -0.9
C -0.252 -2.697 0.954 0.2 0.4 -0.5
C 0.701 -1.958 1.713 0.1 0.3 -0.6
C 1.780 -1.618 0.848 -0.4 0.0 -0.3
H 0.625 -1.685 2.768 0.0 -0.2 -0.4
C 1.490 -2.132 -0.456 -0.3 0.4 0.4
C 0.235 -2.808 -0.384 -0.1 0.5 0.5
H -0.271 -3.303 -1.213 0.2 0.1 0.3
H -1.192 -3.098 1.332 0.3 0.1 -0.1
H 2.677 -1.046 1.117 -0.4 -0.3 -0.1
H 2.121 -2.028 -1.346 -0.3 -0.1 0.4
Se -5.498 0.425 0.885 -0.7 0.0 0.1
C -3.758 0.451 0.907 3.1 0.2 -0.2
N -2.557 0.489 0.879 -3.0 0.2 0.4
```
Positions in Å, forces in eV/Å.

The calculation puts the HOMO-LUMO gap (spin up / spin down) at 6.93 / 6.95 eV. The LUMO energy (spin up / spin down) comes out at 2.6730 / 2.6737 eV. Its expectation value of S² is 6.0064. Its charge is -1. Its spin multiplicity is 5. The calculation puts the highest occupied orbital energy (spin up / spin down) at -0.1566 / -0.1573 hartree. The calculation puts the energy above the lowest of the compared OMol25 structures with the same formula, charge and spin at 0.0 kJ/mol. The total energy comes out at -165006.4092 eV.

Results of the Mulliken charge analysis, in e, for atoms 1 through 6: C -0.272; C -0.636; C -0.586; H 0.480; C -0.513; C -0.353